Computed, not measured: the molecule C27H31FN4O3, with wB97M-V/def2-TZVPD.

Computed properties:
LUMO energy: 0.3 eV
E_HOMO: -7.886 eV
Gap between HOMO and LUMO: 0.3012 Ha
Relative energy (zero: lowest compared OMol25 entry of this formula, charge and spin): 0.000 eV
Charge: 0
SMILES: Cc1cc(C)c(NC(=O)c2cn3c4c(c(N5CCN(C)CC5)c(F)cc4c2=O)OC[C@H]3C)c(C)c1

Cartesian coordinates (Å):
1 C -9.47 -1.05 -0.18
2 C -7.99 -0.85 -0.04
3 C -7.47 0.12 0.80
4 C -6.11 0.33 0.92
5 C -5.58 1.35 1.88
6 C -5.24 -0.45 0.16
7 N -3.84 -0.30 0.24
8 C -3.13 0.82 0.04
9 O -3.61 1.92 -0.20
10 C -1.65 0.63 0.11
11 C -0.90 1.76 0.01
12 N 0.44 1.79 0.04
13 C 1.16 0.62 0.15
14 C 2.56 0.64 0.19
15 C 3.32 -0.55 0.24
16 N 4.68 -0.54 0.23
17 C 5.45 0.50 -0.43
18 C 6.73 -0.11 -0.99
19 N 7.60 -0.57 0.08
20 C 8.58 -1.51 -0.40
21 C 6.83 -1.05 1.22
22 C 5.46 -1.61 0.82
23 C 2.57 -1.75 0.30
24 F 3.22 -2.94 0.33
25 C 1.20 -1.78 0.33
26 C 0.46 -0.60 0.24
27 C -1.00 -0.66 0.22
28 O -1.59 -1.74 0.30
29 O 3.24 1.84 0.20
30 C 2.46 2.93 0.65
31 C 1.16 3.04 -0.15
32 C 1.44 3.27 -1.64
33 C -5.74 -1.45 -0.68
34 C -4.80 -2.30 -1.48
35 C -7.11 -1.64 -0.77
36 H -10.01 -0.55 0.62
37 H -9.82 -0.64 -1.13
38 H -9.72 -2.11 -0.17
39 H -8.15 0.73 1.38
40 H -6.38 1.71 2.53
41 H -5.16 2.19 1.34
42 H -4.79 0.92 2.50
43 H -3.29 -1.16 0.27
44 H -1.41 2.71 -0.09
45 H 4.86 0.92 -1.24
46 H 5.71 1.31 0.26
47 H 7.27 0.65 -1.57
48 H 6.46 -0.93 -1.68
49 H 9.15 -1.03 -1.20
50 H 9.27 -1.76 0.40
51 H 8.14 -2.44 -0.80
52 H 6.68 -0.21 1.91
53 H 7.40 -1.81 1.75
54 H 5.60 -2.44 0.12
55 H 4.95 -1.99 1.71
56 H 0.68 -2.72 0.38
57 H 3.08 3.81 0.52
58 H 2.22 2.81 1.72
59 H 0.55 3.85 0.25
60 H 1.92 4.24 -1.78
61 H 0.51 3.26 -2.20
62 H 2.09 2.50 -2.03
63 H -5.35 -2.98 -2.13
64 H -4.15 -1.68 -2.10
65 H -4.15 -2.89 -0.83
66 H -7.50 -2.40 -1.42